# C8H9BrS

A 2-piece molecular cluster, C8H9BrS overall in a non-equilibrium geometry (ωB97M-V/def2-TZVPD, the OMol25 dataset).

XYZ file:
```
19
Properties=species:S:1:pos:R:3:lowdin_charge:R:1
C -2.1786 -0.4388 -1.8359 -0.122
C -1.7568 0.8201 -1.4631 -0.137
C -1.3426 -1.4881 -1.5162 -0.120
C -0.6123 1.0349 -0.8040 -0.094
C -0.0807 -1.3025 -0.9680 -0.047
C 0.2937 0.0286 -0.5815 -0.366
C 0.5377 0.5838 3.1919 -0.515
C 1.4865 0.3499 0.0786 -0.451
S 2.7031 -0.8876 0.5571 0.646
Br 2.0281 -0.4666 3.7069 0.537
H -3.2802 -0.4711 -2.3201 0.152
H -2.4481 1.7073 -1.5057 0.123
H -1.5676 -2.4966 -2.1024 0.144
H -0.1250 2.0608 -0.5541 0.149
H 0.5413 -2.1474 -0.6940 0.086
H 0.6048 1.7217 3.2611 0.022
H -0.1976 -0.0765 2.6701 -0.006
H 1.6046 1.3666 0.3190 0.042
H 3.7897 0.1012 0.5602 -0.044
```

Summary:
E_HOMO (alpha / beta)	-0.301 / -0.260	Ha
gap between HOMO and LUMO (alpha / beta)	7.6099 / 6.9964	eV
LUMO energy (alpha / beta)	-0.5717 / -0.0749	eV



# C8H9Cl2N2S

An isolated ion of composition C8H9Cl2N2S and charge +1 in a non-equilibrium geometry (ωB97M-V/def2-TZVPD, the OMol25 dataset).

XYZ file:
```
22
Properties=species:S:1:pos:R:3:lowdin_charge:R:1
C 0.2203 -2.8107 -1.1964 -0.269
C 0.9445 -1.9263 -0.4448 -0.284
C 0.2609 -0.6905 -0.1172 -0.378
C -0.7796 -0.4838 -0.9137 -0.691
C 0.5335 1.2149 1.3083 -0.621
C -0.8971 2.3814 -0.4380 -0.480
C 2.3065 -2.3123 0.0398 -0.008
C -1.9639 3.5040 -0.5064 -0.122
N 0.7966 0.0159 0.8356 0.073
N -0.1268 2.2167 0.6959 0.009
S -1.2400 -1.9909 -1.6781 1.040
Cl 1.4908 1.5415 2.7341 0.795
Cl -1.8627 0.8770 -0.5949 1.142
H 0.4629 -3.7569 -1.4493 0.060
H 3.0508 -1.8607 -0.5385 0.079
H 2.6103 -1.8652 0.9989 0.087
H 2.3981 -3.3821 -0.0586 0.099
H -2.6351 3.2140 -1.3991 0.106
H -1.6829 4.4438 -0.7359 0.022
H -2.5364 3.7766 0.4402 0.105
H 1.4799 -0.5796 1.3232 0.135
H 0.1686 3.0150 1.1206 0.104
```

Summary:
E_HOMO (alpha / beta)	-0.416 / -0.416	Ha
net charge	+1
gap between HOMO and LUMO (alpha / beta)	7.5516 / 7.5534	eV
LUMO energy (alpha / beta)	-3.7727 / -3.7722	eV



# C8H9ClO2P

An isolated ion of composition C8H9ClO2P and charge -1 in a non-equilibrium geometry (ωB97M-V/def2-TZVPD, the OMol25 dataset).

XYZ file:
```
21
Properties=species:S:1:pos:R:3:lowdin_charge:R:1
C -1.8196 1.9130 -0.1551 -0.106
C -1.5065 0.5021 0.4868 -0.350
C -0.2617 -0.1565 0.1502 -0.278
C 0.3589 -0.4299 -1.0666 -0.063
C 1.5535 -1.1832 -1.2767 -0.110
C 2.2178 -1.7709 -0.2099 -0.115
C 1.4842 -1.6629 1.0222 -0.144
C 0.3454 -0.9773 1.2077 -0.064
P -2.7384 -0.7913 -0.4152 0.089
O -2.5548 -2.1466 0.1775 -0.413
O -2.7706 -0.5775 -1.8607 -0.374
Cl -4.4526 -0.0235 0.5738 0.196
H -1.1859 2.7240 0.2266 0.067
H -1.8995 2.0175 -1.2105 0.052
H -2.7977 2.0776 0.1741 -0.001
H -1.7316 0.4420 1.5086 0.073
H 0.0616 0.3168 -1.9208 0.139
H 2.0691 -1.0969 -2.2188 0.081
H 3.2241 -2.2371 -0.2518 0.094
H 1.9101 -2.4556 1.7436 0.114
H -0.2222 -1.0869 2.1486 0.116
```

Summary:
E_HOMO	-0.181	Ha
net charge	-1
gap between HOMO and LUMO	8.5040	eV
structure (SMILES)	C[C@H](c1ccccc1)[P@](=O)([O-])Cl
LUMO energy	3.5653	eV



# C8H9F5I2IrO5SSmTe

C8H9F5I2IrO5SSmTe as an isolated structure in a non-equilibrium geometry (ωB97M-V/def2-TZVPD, the OMol25 dataset).

XYZ file:
```
33
Properties=species:S:1:pos:R:3:lowdin_charge:R:1
I -0.1745 2.1481 -2.5610 1.053
I -2.7865 -1.9660 -1.2452 1.181
Sm -1.6792 -0.1700 1.1660 1.276
Ir 1.4937 0.8085 -0.9556 0.812
S -0.2039 -0.4423 -1.8536 0.306
C 3.3558 0.6008 -1.0095 -0.173
C 1.5283 1.6688 0.7242 -0.251
C 0.7175 -1.6422 -2.8193 -0.907
C -0.2483 -2.4802 -3.6267 -0.082
C 1.4549 -2.4636 -1.7718 -0.051
C 1.6870 -0.9076 -3.7444 -0.052
C -1.3728 -1.8499 3.9124 0.012
C -0.8203 -3.1508 1.1944 -0.048
O 1.6167 2.1992 1.7524 0.241
O 4.5213 0.5259 -0.9958 0.292
O -1.1132 -1.4233 4.9408 0.133
O -0.0146 -3.7833 1.6894 0.166
H 0.3419 -3.1891 -4.2103 0.144
H -0.8193 -1.8410 -4.3046 0.117
H -0.9339 -3.0208 -2.9744 0.016
H 2.0554 -3.2031 -2.3128 0.148
H 0.7409 -2.9626 -1.1209 0.073
H 2.1141 -1.8204 -1.1756 0.073
H 2.2768 -1.6864 -4.2428 0.144
H 2.3741 -0.2616 -3.1842 0.056
H 1.1452 -0.3325 -4.4927 0.108
F -3.1403 -0.1328 2.6651 -0.507
Te -1.7377 3.6871 1.4717 2.161
F 0.1779 -0.6431 2.0287 -0.534
F -0.3256 4.2887 0.3486 -0.413
F -3.2963 3.7941 0.3972 -0.361
F -2.1127 5.6298 1.6919 -0.281
O -1.5048 1.9391 0.7027 -0.853
```

Summary:
E_HOMO (alpha / beta)	-0.841 / -0.837	Ha
net charge	+4
gap between HOMO and LUMO (alpha / beta)	5.3694 / 4.1024	eV
spin multiplicity	10
LUMO energy (alpha / beta)	-17.5085 / -18.6652	eV



# C8H9IO

A 2-piece molecular cluster, C8H9IO overall in a non-equilibrium geometry (ωB97M-V/def2-TZVPD, the OMol25 dataset).

XYZ file:
```
19
Properties=species:S:1:pos:R:3:lowdin_charge:R:1
C 2.8297 0.7297 0.5113 -0.086
C 2.0956 1.4761 -0.3676 -0.121
C 0.7794 1.3528 -0.3234 -0.136
C 0.1085 0.5326 0.5618 -0.072
C 0.8964 -0.1591 1.4891 -0.093
C 2.2717 -0.1078 1.4895 -0.074
H 3.8497 0.8982 0.6527 0.082
H 2.4878 2.1237 -1.0936 0.096
H 0.1574 1.7530 -1.2254 0.137
H -0.9484 0.5825 0.5890 0.082
H 0.4633 -0.8955 2.1446 0.097
H 2.9220 -0.6460 2.1515 0.100
C -3.4739 -1.9264 -1.1102 -0.071
C -3.6120 -0.6209 -1.1023 -0.886
O -2.8473 0.2046 -1.8669 -0.057
I -5.0742 0.2882 0.1799 0.792
H -2.7262 -2.2236 -1.8945 0.095
H -4.2588 -2.5739 -0.7426 0.050
H -2.8223 1.1137 -1.6027 0.067
```

Summary:
E_HOMO	-0.339	Ha
gap between HOMO and LUMO	9.5901	eV
structure (SMILES)	c1ccccc1.C=C(O)I
LUMO energy	0.3712	eV



# C8H9N2O

An isolated ion of composition C8H9N2O and charge +1 in a non-equilibrium geometry (ωB97M-V/def2-TZVPD, the OMol25 dataset).

XYZ file:
```
20
Properties=species:S:1:pos:R:3:lowdin_charge:R:1
N -3.2434 0.0993 0.9489 0.199
C -2.0218 0.5330 0.8075 0.007
C -0.7441 0.7631 0.7386 -0.143
C -0.8274 1.2980 -0.7127 -0.026
C 0.1709 0.9526 -1.5776 -0.084
N 1.3134 0.2004 -1.4897 0.048
C 1.8507 -0.6700 -0.5217 -0.224
C 3.0320 -1.2109 -0.6105 -0.087
O 4.1356 -1.6449 -0.5380 0.203
C 0.7623 -1.0800 0.5788 -0.089
C 0.3648 0.0936 1.4609 -0.118
H -3.6380 -0.7387 0.4843 0.161
H -4.0463 0.6653 1.2853 0.158
H -1.6082 1.8891 -0.9777 0.076
H 0.0641 1.4463 -2.5391 0.136
H 1.8546 0.1868 -2.4113 0.193
H -0.1634 -1.3948 0.0073 0.143
H 1.3901 -1.8946 1.0588 0.144
H 1.1711 0.8542 1.5149 0.144
H 0.1830 -0.3480 2.4931 0.157
```

Summary:
E_HOMO	-0.418	Ha
net charge	+1
gap between HOMO and LUMO	7.4453	eV
structure (SMILES)	[NH2+]=C=C1C=CNC(=C=O)CC1
LUMO energy	-3.9222	eV



# C8H9N2O2S2

C8H9N2O2S2 as an isolated structure in a non-equilibrium geometry (ωB97M-V/def2-TZVPD, the OMol25 dataset).

XYZ file:
```
23
Properties=species:S:1:pos:R:3:lowdin_charge:R:1
C -0.3924 1.1535 -1.1593 -0.227
C -0.6261 -0.2217 -1.1192 -0.464
C -0.6656 2.0137 -0.1756 -0.113
C -1.5026 -0.6707 0.0063 -0.380
C 3.7286 -1.0380 0.5747 -0.771
C -1.3361 1.5455 1.0690 -0.204
C -1.8169 0.1175 1.0406 -0.080
C -2.1455 -2.0568 -0.1527 -0.054
N 3.1065 0.2866 -0.0810 -0.644
N 1.9542 0.3001 -0.5976 -0.318
O 4.6259 -0.7545 1.2832 0.025
O 3.0311 -1.9833 0.2197 -0.139
S 4.0419 1.6339 -0.2155 0.431
S 1.0542 -1.1313 -0.5735 1.002
H 0.3653 1.5946 -1.9253 0.134
H -1.0232 -0.6588 -2.0952 0.127
H -0.2361 3.0491 -0.3772 0.123
H -0.6298 1.7340 2.0102 0.149
H -2.1988 2.1653 1.2535 0.084
H -2.5876 -0.2423 1.6944 0.099
H -2.0022 -2.6710 0.7431 0.083
H -1.6304 -2.4748 -1.0482 0.075
H -3.1145 -1.6905 -0.3745 0.063
```

Summary:
E_HOMO	-0.140	Ha
net charge	-1
gap between HOMO and LUMO	6.9698	eV
LUMO energy	3.1705	eV



# C8H9N2O3

An isolated ion of composition C8H9N2O3 and charge -1 in a non-equilibrium geometry (ωB97M-V/def2-TZVPD, the OMol25 dataset).

XYZ file:
```
22
Properties=species:S:1:pos:R:3:lowdin_charge:R:1
C -2.0281 0.6215 1.1459 -0.055
C -1.3306 0.6745 -0.1799 -0.239
N -1.3714 1.8038 -0.8496 0.096
C -0.7976 1.7169 -2.1288 -0.179
C -0.2806 0.6291 -2.6699 -0.178
N -0.1865 -0.5394 -1.9652 0.109
C -0.6369 -0.5459 -0.7179 -0.117
C -0.3028 -1.6711 0.1371 -0.492
O -1.2893 -1.9622 1.1386 -0.032
O 0.3416 -2.7761 -0.2894 0.055
C 1.1704 -1.8979 0.6244 -0.580
C 2.1656 -1.0793 -0.1387 -0.001
O 1.2472 -2.2280 1.8492 -0.103
H -2.9836 0.2470 0.9997 0.041
H -1.3901 0.0741 1.8215 0.061
H -2.3018 1.6488 1.8039 0.132
H -0.7463 2.7020 -2.6827 0.098
H 0.1095 0.5502 -3.6895 0.097
H -0.7916 -2.4142 1.8762 0.105
H 3.0500 -1.6958 -0.3285 0.087
H 2.4293 -0.1644 0.3793 0.087
H 1.8123 -0.8003 -1.0376 0.007
```

Summary:
E_HOMO	-0.120	Ha
net charge	-1
gap between HOMO and LUMO	6.9431	eV
structure (SMILES)	Cc1nccnc1[C@@]1(O)O[C@]1(C)[O-]
LUMO energy	3.6762	eV